[1]
The following is a DFT calculation (wB97M-V/def2-TZVPD) of a 7-piece molecular cluster, C15H49N4O6 overall.

Summary:
**Total charge**: +1
**HOMO**: -0.440 Ha
**Multiplicity**: 1
**Molar mass**: 381.6 g mol⁻¹

Structure (XYZ):
```
74
Properties=species:S:1:pos:R:3:forces:R:3:lowdin_charge:R:1
N 6.37600 25.46900 26.43400 -8.5475 -2.6367 -6.4943 0.5105
H 5.99800 24.70500 26.74200 -2.7425 -6.0528 2.3908 0.0884
H 5.68900 26.03800 26.18800 -4.1396 4.0482 -0.6213 0.0741
H 6.80700 25.31800 25.65700 3.7927 -1.9113 -6.6417 0.0592
H 6.95100 25.75000 26.94000 11.7421 6.4650 11.3559 -0.0323
C 6.97000 26.29400 30.00900 3.0967 -0.5412 3.1017 -0.0514
C 8.41200 26.63000 29.42800 -3.1418 0.7322 3.0857 -0.4277
C 9.54200 26.79400 30.46900 1.1066 3.1916 -1.0536 -0.1774
O 9.34900 28.10000 31.07700 -0.2781 -0.1983 0.1855 -0.2144
C 10.27400 28.45000 32.07400 4.4498 -1.1394 0.0315 -0.1486
N 8.69400 25.47600 28.64800 0.0808 -2.4661 -1.9141 0.0020
H 6.99300 25.21600 30.39100 -0.2482 1.6481 -0.1099 0.1106
H 6.20200 26.40500 29.37500 -2.2853 -0.3802 -3.6188 -0.0285
H 6.53100 27.01900 30.69500 0.9300 -0.1435 1.1809 0.0816
H 8.31600 27.69000 28.99200 0.3716 -1.8377 -0.6555 0.1612
H 10.63100 26.86400 29.97200 -2.2190 -0.5701 0.6987 0.1680
H 9.49200 25.99400 31.15200 0.1886 -0.9577 1.2357 0.1076
H 10.15800 29.36600 32.73000 -0.5797 -0.8411 -1.6115 0.1013
H 11.47900 28.40100 31.66100 -3.0881 0.8770 0.4165 0.1399
H 10.45800 27.62300 32.76000 -0.7893 -0.2279 0.4569 0.0576
H 9.64300 25.68000 28.61500 2.6672 -1.0139 -1.5802 0.0242
H 8.64200 24.39100 28.94300 -0.4330 3.8599 0.1260 0.1502
C 3.47800 28.32700 26.51100 -3.2833 1.2123 -0.1266 -0.0845
C 4.13000 28.54100 27.83600 -2.4701 -0.4801 3.9968 -0.3600
C 3.46900 27.60500 29.02300 -0.5146 -2.3304 -3.4144 -0.1739
O 2.22100 28.11000 29.31900 -0.2712 1.1191 0.2014 -0.1729
C 1.40700 27.24500 30.00700 -4.5364 4.7689 -2.6022 -0.1451
N 5.53100 28.26600 27.62000 -2.4186 -3.2125 -1.9582 0.0798
H 2.35400 28.45000 26.53800 1.0971 0.5267 0.2598 0.1138
H 3.49700 27.42900 25.96000 0.9108 -2.1197 0.4093 0.0389
H 3.85700 28.96800 25.75100 0.2968 1.3102 -0.3352 0.0630
H 3.90300 29.65700 28.34300 0.6374 -2.5976 -1.7499 0.2012
H 3.98800 27.52300 29.97000 0.9908 -0.1378 -0.1025 0.1101
H 3.21300 26.46400 28.53000 1.3571 2.6683 1.2470 0.1575
H 0.67800 27.79900 30.77900 0.2876 -0.4356 -3.0298 0.1666
H 1.60500 26.69900 30.73300 5.2082 -4.5317 7.2489 -0.0202
H 1.10200 26.37200 29.47000 -1.6483 0.1053 -1.8459 0.0885
H 6.04400 28.19200 28.39900 1.9575 -0.9960 4.2060 0.0041
H 5.72300 29.14600 27.43300 2.4359 5.2130 -2.4801 0.0277
C 8.43000 21.89400 24.42300 -2.7679 1.5225 -0.8155 -0.0750
C 8.63000 21.66000 25.91400 -1.3094 -3.5843 -2.1856 -0.5242
C 10.07300 21.17100 26.23100 -9.4259 -6.7679 1.9545 -0.1482
O 10.14300 19.82000 25.71900 -0.9756 0.3857 0.4680 -0.1737
C 11.30800 19.24000 26.22500 -5.6780 -6.2521 2.1212 -0.1077
N 8.36400 22.89600 26.57100 1.2200 -0.9564 3.8220 -0.0014
H 8.47600 21.06900 23.67700 0.5813 0.4926 0.9274 0.0911
H 9.12000 22.72000 24.27600 0.2189 0.1166 -1.2056 0.0535
H 7.30300 22.38000 24.22700 2.8264 -1.2120 0.7149 0.1222
H 7.85000 20.84000 26.13300 1.3967 1.0769 0.5112 0.1658
H 10.12100 20.97400 27.24600 0.6670 0.8428 2.4259 0.1045
H 10.75000 21.57500 25.76900 7.3436 5.6808 -4.2567 0.0460
H 11.47900 19.26900 27.33600 -0.9420 -0.3960 -0.5591 0.1128
H 12.01900 19.73800 25.89400 7.1754 4.1213 -3.4359 -0.0064
H 11.25400 18.17600 25.77700 0.6658 1.5641 1.1718 0.1411
H 8.30500 22.40200 27.66300 0.7466 2.8441 -3.3394 0.1727
H 9.34700 23.28200 26.35100 -1.9204 0.5968 1.6770 0.1091
C 5.30700 27.05300 23.47800 -4.6112 -1.9017 -3.4152 -0.1278
O 4.63500 25.89500 23.92400 -0.9329 -1.0301 0.0100 -0.1262
H 5.29100 27.83800 24.10400 -1.6382 3.1790 2.1253 0.0425
H 4.95600 27.12900 22.43100 0.1397 1.4343 0.5995 0.1260
H 6.26900 26.99100 23.37900 5.8852 -1.7880 -0.5393 -0.0171
H 3.91900 25.70200 23.25900 1.2093 0.2128 1.3843 0.1203
C 2.72900 23.62000 26.17100 1.9314 -1.2238 -1.1224 -0.1672
O 3.27300 24.47800 27.09600 2.3429 2.2397 1.6457 -0.1737
H 2.67900 22.71400 26.74700 -1.9094 -0.9417 -0.4230 0.0789
H 3.53600 23.25300 25.41100 -1.3291 1.3817 0.8101 0.1079
H 1.93400 24.22600 25.74900 -0.7666 -1.3768 -0.6783 0.0910
H 2.86500 24.38500 27.96400 -0.0449 -0.1437 -0.3248 0.0737
C 8.37300 25.45200 22.99100 -0.1430 -0.8647 -0.9217 -0.1232
O 8.65200 26.13500 24.23800 -4.2062 -16.1980 0.7668 -0.0356
H 7.85600 26.11700 22.26200 0.6835 -0.1722 0.4211 0.0711
H 7.55900 24.62600 23.16200 1.9282 1.3118 0.0371 0.0940
H 9.34200 25.00900 22.46700 -2.0444 0.8506 1.3551 0.1221
H 8.83800 26.90800 24.19300 3.7125 14.9691 -1.6163 -0.0893
```
Positions in Å, forces in eV/Å.



[2]
The following is a DFT calculation (wB97M-V/def2-TZVPD) of a 3-piece molecular cluster, C17H23F11NO6P2 overall.

Summary:
**Total charge**: -1
**HOMO**: -0.155 Ha
**Multiplicity**: 1
**Molar mass**: 608.3 g mol⁻¹

Structure (XYZ):
```
60
Properties=species:S:1:pos:R:3:forces:R:3:lowdin_charge:R:1
N 3.18450 0.06751 4.27897 -0.5057 0.2528 -0.3949 -0.4321
P 1.75223 0.40398 3.60474 2.3202 -0.7787 1.1860 0.5426
P 2.17071 1.02330 1.46140 1.6852 0.6751 -1.6501 0.3939
C 1.17900 2.65410 1.63186 0.0183 1.9690 0.4518 -0.3800
O 0.72880 3.20884 0.36207 0.2358 -2.1192 0.5810 -0.2528
O 0.45597 4.55722 0.53541 -0.8305 1.4736 0.5238 -0.0747
C 0.70597 -0.00502 0.75138 -1.0993 -0.9257 -0.6692 -0.5406
F 0.85731 -1.36676 1.13432 -0.3416 1.3914 -0.3048 -0.0487
F 0.85426 -0.02536 -0.66432 -0.3543 -0.1466 1.4311 -0.0480
C -0.73856 0.44486 1.06583 -3.0333 0.7132 -1.0489 -0.1127
C -1.52924 1.02897 -0.04567 -1.4735 0.1471 1.7031 0.0000
C -2.92571 1.45360 0.14202 0.5645 -0.5171 2.0953 -0.0697
C -3.61127 1.35647 1.44406 2.9712 -0.9847 -0.5462 -0.0168
C -2.83093 0.76864 2.54228 0.2285 0.5652 -1.8383 -0.0913
C -3.54900 0.65155 3.92501 1.1022 -0.0511 -1.6295 -0.4945
F -4.83644 0.19416 3.72427 1.2678 0.5634 0.8439 0.0853
F -3.62374 1.88512 4.55374 -0.1092 -1.8821 -0.3792 0.0941
F -2.87226 -0.24172 4.71440 -1.2073 1.2060 -0.2612 0.1035
C -1.44535 0.31822 2.33504 -0.8475 0.5452 -0.5571 0.0243
H 3.90953 0.18828 3.56289 -0.1621 -0.0256 0.2239 -0.1056
H 1.16918 1.46808 4.36833 -0.6822 -0.6081 -0.1025 -0.0449
H 0.99193 -0.80368 3.70083 -0.6286 0.6834 0.2729 -0.0431
H 3.00057 -0.17960 1.36480 -0.4273 -0.1919 0.2975 -0.0309
H 3.33621 1.69878 1.98509 -0.0323 0.0279 0.4560 -0.0407
H 2.62200 1.40768 0.12871 -0.4341 -0.0018 0.0957 -0.0090
H 0.35814 2.64906 2.41365 0.3103 -0.1133 -0.9830 0.0644
H 1.91931 3.42646 2.01180 -0.5459 -1.0095 -0.2632 0.0916
H -0.38066 4.55938 1.04924 0.4472 -0.0328 -0.3432 0.0953
H -1.11872 1.18196 -1.06824 -0.0827 -0.3192 1.1555 0.1131
H -3.53812 1.87322 -0.69153 0.9260 -0.4262 0.6520 0.0904
H -4.66665 1.69483 1.56768 1.1009 -0.3821 -0.0584 0.1080
H -0.94513 -0.14451 3.21232 -0.3580 0.3681 -0.8458 0.0690
C 6.68564 0.48904 -4.25952 0.2165 0.0764 0.2517 -0.0675
C 5.41076 -0.22777 -3.86295 -0.0215 0.3074 -0.5519 -0.2085
O 5.60735 -0.99132 -2.66535 -0.0616 -0.3169 0.5587 0.0197
C 5.52239 -0.30550 -1.51433 -0.3700 0.9566 -1.1069 -0.3716
O 5.30525 0.87303 -1.45083 0.2768 -0.7231 0.5079 0.1669
C 5.70006 -1.24234 -0.31774 -0.1633 -1.0141 1.9132 -0.5149
F 6.72691 -2.10253 -0.48378 -0.0540 0.3242 -0.4056 0.1421
F 4.60311 -2.00087 -0.10207 0.3547 0.5241 -0.5812 0.1525
F 5.94029 -0.58628 0.82976 -0.0957 0.1473 -0.9089 0.1570
H 7.51198 -0.21953 -4.34747 -0.0882 -0.0324 -0.1069 0.0794
H 6.55720 1.00417 -5.21277 -0.0343 -0.0444 0.0247 0.0783
H 6.97351 1.22365 -3.50563 -0.1212 0.0244 -0.0606 0.0766
H 5.13009 -0.93771 -4.64227 0.0378 -0.1844 0.2665 0.1225
H 4.57736 0.46780 -3.74609 0.1147 -0.0387 0.2331 0.1284
C -5.83680 -3.51995 -0.24457 0.3478 0.0141 -0.0018 -0.0587
C -6.48214 -2.77784 -1.39729 -0.3873 -0.4804 0.4115 -0.2063
O -5.61277 -1.74651 -1.88899 0.3758 0.3349 -0.5079 0.0269
C -4.65887 -2.13977 -2.74204 -0.9434 -0.7321 0.5813 -0.3797
O -4.49130 -3.26876 -3.10464 0.3239 0.4151 -0.2222 0.1685
C -3.84445 -0.93528 -3.21465 1.1387 1.2755 -0.3288 -0.5182
F -3.51743 -0.11516 -2.20274 -0.3319 -0.4982 -0.1654 0.1517
F -4.52984 -0.19236 -4.10930 -0.2452 -0.4086 0.1824 0.1536
F -2.70030 -1.29116 -3.80931 -0.4731 -0.3616 0.1888 0.1699
H -5.53270 -2.82202 0.53779 -0.1339 -0.0025 -0.0076 0.0851
H -6.52912 -4.24862 0.17963 -0.0166 0.0539 -0.0403 0.0808
H -4.93786 -4.04597 -0.57000 -0.1077 -0.0380 -0.0429 0.0796
H -7.39034 -2.28145 -1.05297 0.1967 0.2553 -0.1140 0.1233
H -6.77185 -3.45662 -2.20226 0.2430 0.1004 -0.0608 0.1232
```
Positions in Å, forces in eV/Å.



[3]
The following is a DFT calculation (wB97M-V/def2-TZVPD) of C38H37N2O7SY as an isolated structure.

Summary:
**Total charge**: 0
**HOMO**: -0.296 Ha
**Multiplicity**: 1
**Molar mass**: 754.7 g mol⁻¹

Structure (XYZ):
```
86
Properties=species:S:1:pos:R:3:forces:R:3:lowdin_charge:R:1
Y 0.95124 1.33703 1.06401 -0.1633 -0.0660 0.1130 1.6172
C 0.53934 0.37902 4.30828 0.0746 0.0215 0.0100 -0.0673
O 0.82757 1.62236 3.66792 0.1027 0.0410 -0.1986 -0.2550
C 0.04858 2.70482 4.17703 0.1701 -0.1785 0.1828 -0.1672
C -1.25400 2.79809 3.43780 -0.2081 0.1999 -0.0348 -0.1766
O -0.97471 3.03574 2.06622 0.0113 -0.0241 -0.1440 -0.2595
C -1.16238 4.38488 1.66146 -0.0413 -0.0085 0.0731 -0.0681
H 0.70932 0.48110 5.38223 -0.0205 -0.0333 0.0277 0.0965
H 1.23685 -0.35525 3.90902 -0.0019 0.0062 -0.0525 0.0923
H -0.48161 0.05451 4.10027 -0.0025 -0.0022 0.0225 0.0807
H 0.63273 3.61152 4.02565 0.0296 0.0167 -0.0338 0.1170
H -0.10750 2.57258 5.25255 -0.0082 -0.0203 -0.0037 0.1333
H -1.86556 3.60485 3.85558 -0.0023 0.0017 -0.0423 0.1351
H -1.81781 1.86733 3.50695 0.0297 -0.0488 -0.0160 0.1174
H -2.20614 4.66887 1.81791 -0.0177 0.0408 -0.0156 0.0963
H -0.91529 4.44984 0.60619 0.0014 -0.0491 -0.0257 0.0946
H -0.50336 5.06259 2.20996 -0.0105 0.0159 0.0183 0.0906
O 4.97078 -0.10395 1.23389 0.1435 0.0385 0.1100 0.0771
C 3.76490 -0.10125 1.35987 -0.3233 0.2933 -0.0931 -0.5838
O 2.99528 0.90369 1.61256 0.4679 -0.3605 -0.0374 -0.1654
C 3.01922 -1.42273 1.19385 0.0916 -0.1255 -0.0919 -0.1724
C 3.78581 -2.61257 1.14399 -0.0502 0.1566 -0.0139 0.0157
C 3.13954 -3.79687 1.02182 -0.0044 -0.1900 0.0007 0.0052
C 1.72409 -3.82074 0.96893 0.0862 -0.1828 -0.0253 -0.1627
C 0.98955 -5.02850 0.86007 0.1084 0.0558 0.0222 -0.0363
C -0.37338 -5.01233 0.83917 -0.1334 0.1169 0.0185 -0.0774
C -1.06187 -3.78111 0.94533 0.0378 -0.1730 -0.0210 -0.0682
C -0.37696 -2.60483 1.03338 0.0817 0.0277 0.0192 -0.0119
C 1.03902 -2.59370 1.02965 -0.0526 0.3553 -0.0466 -0.1984
N 1.71158 -1.38810 1.10607 -0.2247 -0.1903 0.1370 0.1410
H 4.86080 -2.52227 1.19260 -0.0115 0.0093 0.0226 0.1194
H 3.68965 -4.73077 0.98066 -0.0353 0.0047 -0.0271 0.1203
H 1.53271 -5.96453 0.80026 0.0107 0.0219 -0.0084 0.1135
H -0.92797 -5.93785 0.75236 -0.0074 0.0140 0.0113 0.1042
H -2.14539 -3.76361 0.95412 0.0160 -0.0367 -0.0094 0.1081
H -0.89991 -1.67063 1.14662 0.0336 0.0368 0.0020 0.0832
C -0.10609 -3.25277 -2.41223 -0.0024 -0.0599 0.1061 -0.0674
C 0.02547 -2.61041 -3.78816 0.0445 0.1298 0.0025 -0.5551
C -1.31749 -2.77324 -4.51274 -0.0631 -0.0214 -0.0433 -0.0458
C 1.12889 -3.33911 -4.56608 0.0436 -0.0693 -0.0346 -0.0434
C 0.38320 -1.12450 -3.69924 -0.0394 -0.0092 -0.0985 -0.1583
C 0.47152 -0.38281 -4.89701 -0.0179 -0.0566 0.0666 -0.0356
C 0.78903 0.95517 -4.90977 0.0037 0.0155 0.0540 -0.0691
C 1.03373 1.58162 -3.68823 -0.0427 0.0250 -0.3734 -0.4637
S 1.44350 3.22927 -3.37013 0.0132 0.1481 -0.1542 1.1395
C 1.51256 2.88290 -1.67895 0.1084 0.1331 0.3903 -0.5047
N 1.25368 1.64062 -1.36569 0.0863 -0.0606 -0.2683 0.0107
C 0.96196 0.87575 -2.49921 0.0728 0.0120 0.5618 -0.2754
C 0.63035 -0.48258 -2.50021 -0.0042 -0.0721 -0.0389 0.0557
C 1.85038 3.91299 -0.66629 -0.0813 -0.2873 -0.5817 -0.2697
C 2.31570 5.16311 -1.08209 0.0673 0.1365 0.0348 -0.0708
C 2.70201 6.09291 -0.13544 -0.0305 -0.0598 0.0553 -0.0897
C 2.63657 5.74847 1.21391 0.0134 0.0073 -0.1175 -0.0878
C 2.15876 4.50118 1.58922 -0.0093 0.0569 0.0505 -0.1326
C 1.71930 3.53571 0.67258 0.2901 0.7196 0.1273 -0.1767
H -0.37191 -4.30646 -2.52687 0.0122 0.0263 0.0072 0.0922
H -0.88819 -2.77819 -1.81668 -0.0006 0.0098 -0.0391 0.0829
H 0.82429 -3.20995 -1.83871 -0.0145 0.0019 -0.0633 0.0848
H -1.58417 -3.83196 -4.56885 0.0128 0.0268 0.0014 0.0852
H -1.29015 -2.38428 -5.53215 0.0258 -0.0088 0.0361 0.0754
H -2.11270 -2.25033 -3.97568 0.0328 -0.0124 -0.0017 0.0902
H 0.89517 -4.40428 -4.64560 -0.0028 0.0291 0.0120 0.0853
H 2.08963 -3.23698 -4.05608 -0.0270 -0.0047 -0.0067 0.0924
H 1.24511 -2.94677 -5.57826 -0.0272 0.0083 0.0355 0.0780
H 0.28010 -0.87728 -5.84101 0.0157 0.0107 0.0145 0.1075
H 0.84464 1.49949 -5.84354 0.0097 0.0179 0.0253 0.1099
H 0.57244 -1.01970 -1.56126 0.0083 0.0719 0.0222 0.0975
H 2.39891 5.41641 -2.13443 -0.0126 -0.0503 0.0073 0.0834
H 3.07225 7.06293 -0.44142 -0.0076 -0.0023 0.0097 0.0985
H 2.96924 6.45582 1.96563 -0.0058 -0.0112 -0.0085 0.0984
H 2.14780 4.27601 2.65338 -0.0047 -0.0214 -0.0112 0.0825
O -3.06088 -0.62663 3.05164 -0.1749 -0.0944 -0.0495 0.0580
C -3.69903 -0.60340 1.84332 0.0707 0.0375 0.2291 -0.2533
C -4.96932 -1.16303 1.70719 0.0309 0.0037 -0.0031 -0.0261
C -5.63126 -1.12207 0.49329 -0.0078 0.0143 -0.0504 -0.0794
C -5.04108 -0.51069 -0.60830 0.0375 -0.0230 0.1680 -0.0786
C -3.78555 0.04725 -0.46045 0.0344 -0.0267 -0.0376 -0.0081
C -3.08875 0.00816 0.75064 -0.0624 0.1005 -0.3833 -0.0612
C -1.71630 0.60538 0.74557 0.2379 0.0228 0.2184 -0.5863
O -1.33952 1.27413 -0.23412 0.2118 -0.0645 0.0628 -0.0145
O -0.92171 0.37224 1.72565 -1.0945 -0.5638 0.1737 -0.1929
H -3.63235 -1.09520 3.67128 0.0627 0.0278 0.0352 0.1092
H -5.43883 -1.62592 2.56958 0.0109 -0.0019 -0.0167 0.1134
H -6.61569 -1.56573 0.41075 0.0112 0.0046 0.0043 0.1055
H -5.55104 -0.46946 -1.56082 -0.0100 -0.0114 0.0142 0.1017
H -3.28889 0.52904 -1.29219 -0.0039 0.0108 0.0052 0.1198
```
Positions in Å, forces in eV/Å.



Ordered max |F| results: 0.34164 0.06394 0.02418; unit hartree/bohr.
Ordered DFT total energy results: -1270.4854 -2948.8238 -2543.1813; unit Eh.